<1>
C2H9N4O | ωB97M-V/def2-TZVPD

Geometry as XYZ:
```
16
C2H9N4O (ωB97M-V/def2-TZVPD)
C -1.13 0.75 0.07
C 1.63 -0.65 0.12
N -2.45 1.00 0.21
N -0.39 1.76 -0.44
N 1.73 -1.93 0.45
N -0.56 -0.37 0.40
O 1.77 -0.22 -1.09
H 1.77 0.08 0.90
H -2.84 1.83 -0.20
H -3.09 0.25 0.41
H -0.80 2.68 -0.50
H 0.61 1.70 -0.47
H 1.65 -2.21 1.42
H 1.60 -2.66 -0.23
H -1.17 -1.10 0.73
H 1.68 -0.91 -1.78
```

Values from the calculation:
Frontier orbital gap ... 10.23 eV
Total charge ... +1
LUMO energy ... -0.1108 hartree

Here are the Mulliken charges for atoms 1 to 8, given in e: 0.652 0.131 -0.407 -0.346 -0.343 -0.471 -0.398 0.470

***

<2>
C2H9N4O | ωB97M-V/def2-TZVPD

Geometry as XYZ:
```
16
C2H9N4O (ωB97M-V/def2-TZVPD)
N -1.97 -1.23 0.16
C -1.47 0.04 -0.02
N -1.68 0.59 -1.26
O -0.77 0.58 0.82
H -1.93 -1.53 1.12
H -2.87 -1.43 -0.26
H -2.39 0.18 -1.84
H -1.64 1.60 -1.28
N 1.76 -0.86 0.89
C 1.85 0.42 0.66
N 1.99 0.95 -0.52
H 1.64 -1.54 0.16
H 1.67 -1.19 1.84
H 1.87 1.08 1.52
H 1.98 1.95 -0.61
H 1.95 0.40 -1.37
```

Values from the calculation:
Frontier orbital gap ... 10.77 eV
Total charge ... +1
LUMO energy ... -0.1112 hartree

Here are the Mulliken charges for atoms 1 to 8, given in e: -0.479 0.646 -0.437 -0.618 0.262 0.240 0.215 0.257

***

Stability, descending: <2>, <1>

***

<1>
BrH10LiO5 | ωB97M-V/def2-TZVPD

Geometry as XYZ:
```
17
BrH10LiO5 (ωB97M-V/def2-TZVPD)
Li -0.29 -1.96 -3.15
Br -0.43 -0.77 -0.79
O -3.30 0.69 -0.91
H -2.55 0.03 -0.71
H -3.94 -0.10 -1.00
O 2.46 1.18 -1.53
H 2.33 2.12 -1.45
H 1.52 0.98 -1.05
O 1.14 0.49 1.94
H 0.81 0.05 1.28
H 0.70 0.15 2.58
O -1.42 1.98 1.35
H -1.72 1.51 0.57
H -1.33 1.35 2.16
O 2.34 -2.67 -0.02
H 1.55 -2.39 -0.27
H 2.12 -2.63 0.98
```

Values from the calculation:
Frontier orbital gap ... 8.32 eV
Total charge ... 0
LUMO energy ... -0.0664 hartree

Here are the Mulliken charges for atoms 1 to 8, given in e: 0.896 -0.840 -0.580 0.162 0.319 -0.614 0.312 0.353

***

<2>
BrH10LiO5 | ωB97M-V/def2-TZVPD

Geometry as XYZ:
```
17
BrH10LiO5 (ωB97M-V/def2-TZVPD)
Li -2.79 0.47 0.43
Br -0.09 0.60 -0.25
O 0.48 3.46 1.54
H 0.77 3.06 2.34
H 0.02 2.63 1.27
O -1.01 -1.23 -2.37
H -0.27 -1.18 -3.15
H -0.67 -0.52 -1.71
O 3.53 -0.70 -0.41
H 3.65 -1.43 -0.98
H 2.62 -0.67 -0.29
O -3.20 -0.14 -1.05
H -2.35 -0.70 -1.31
H -3.91 -0.73 -1.47
O 1.37 -0.93 2.70
H 1.07 -0.28 2.14
H 0.76 -1.69 2.59
```

Values from the calculation:
Frontier orbital gap ... 8.67 eV
Total charge ... 0
LUMO energy ... -0.0389 hartree

Here are the Mulliken charges for atoms 1 to 8, given in e: 0.846 -0.858 -0.582 0.326 0.255 -0.737 0.340 0.292

***

Stability, descending: <2>, <1>